1.
{"formula": "C2H7N3O", "method": "ωB97M-V with the def2-TZVPD basis set", "elements": ["O", "N", "N", "N", "C", "C", "H", "H", "H", "H", "H", "H", "H"], "positions_angstrom": [[-0.64921, 1.98160, -0.03946], [2.07149, 0.39433, -0.00330], [0.67023, 0.00779, -0.04232], [2.94318, -0.67554, 0.05030], [-3.19310, -0.86240, 0.13026], [-0.32084, 0.71587, -0.10922], [-3.71887, -0.48872, -0.72301], [2.28567, 0.95699, -0.82920], [2.77551, -1.19642, 0.90482], [0.06338, 2.54379, 0.30596], [-3.28159, -0.37511, 1.07505], [-2.52995, -1.69336, 0.02932], [2.88410, -1.30881, -0.74920]], "forces_ev_per_a": [[-0.25, 0.91, -0.12], [-0.72, 1.07, 0.07], [0.60, -0.86, -0.36], [0.40, -0.49, -0.10], [0.27, 0.11, -0.09], [-0.13, -0.59, 0.12], [-0.16, 0.11, -0.22], [-0.07, -0.32, 0.26], [0.06, 0.16, -0.16], [0.22, -0.10, 0.09], [-0.09, 0.19, 0.36], [0.19, -0.31, -0.05], [-0.31, 0.12, 0.21]], "total_energy_ha": -319.67479, "lumo_energy_ev": [-0.1, 0.5], "spin_multiplicity": 1, "max_force_ev_per_a": 1.30, "relative_energy_kj_mol": 722.0}

2.
{"formula": "C2H7N3O", "method": "ωB97M-V with the def2-TZVPD basis set", "elements": ["O", "N", "N", "N", "C", "C", "H", "H", "H", "H", "H", "H", "H"], "positions_angstrom": [[1.33676, 1.08543, 1.06707], [-1.24825, -0.88855, -1.15554], [1.60504, -0.61296, -0.56077], [-1.64323, 0.62970, 0.55227], [1.86964, 0.56470, 0.01408], [-1.87419, -0.67167, -0.01060], [-1.90255, 0.50491, 1.61039], [-0.73004, 0.93388, 0.41572], [0.56765, -0.83735, -0.45894], [2.23967, -1.30379, 0.00495], [-2.80274, -1.15685, 0.38585], [2.79697, 0.95908, -0.42323], [-1.83060, -1.03871, -1.94393]], "forces_ev_per_a": [[1.28, -1.54, -4.60], [-0.60, 1.28, 3.19], [-1.21, -3.29, 0.90], [-3.07, -4.71, 3.83], [0.31, 3.05, 4.97], [0.05, 2.98, -3.33], [0.97, 1.10, -2.32], [2.08, 0.95, -0.16], [1.52, -0.24, -0.22], [-1.50, 1.20, -1.76], [0.71, 0.17, -0.33], [-0.03, 0.80, 0.39], [-0.52, -1.76, -0.56]], "total_energy_ha": -319.82687, "lumo_energy_ev": 0.6, "spin_multiplicity": 1, "smiles": "[H]/N=C/N.NC=O", "max_force_ev_per_a": 6.81, "relative_energy_kj_mol": 322.7}